24
Properties=species:S:1:pos:R:3:forces:R:3 method="wB97M-V/def2-TZVPD" smiles="O=[P@@]1(N2CCCC2)NCCS1" e_homo_ev=-9.01 gap_ha=0.3561
O -0.60482 1.29163 -1.51263 -0.152 0.054 0.575
S 0.65299 2.99109 0.63448 0.981 -0.538 -0.277
N 1.92382 0.97574 -1.10349 0.089 0.476 1.714
N -0.02150 -0.19889 0.59283 1.963 3.302 -3.080
C 2.36860 3.13666 -0.08309 0.516 -0.362 -0.250
C 2.41558 2.31440 -1.39663 -0.185 1.131 -0.378
C 0.70614 -0.31999 1.82323 -0.826 -0.623 -0.021
C -1.43661 -0.49933 0.75098 -0.441 0.289 -0.429
C 0.00214 -1.56188 2.33147 1.198 -1.391 0.621
C -1.46161 -1.36414 1.99758 -0.465 -0.381 0.313
P 0.39414 1.18281 -0.42050 -2.096 -2.059 -0.450
H 1.74444 0.45213 -1.93216 0.027 -0.528 -0.727
H 3.12601 2.71939 0.62534 -0.699 0.515 -0.414
H 2.55283 4.20384 -0.29739 -0.031 -0.547 0.246
H 1.79053 2.82700 -2.16219 0.087 -0.220 0.440
H 3.41114 2.28397 -1.84438 0.161 -0.097 0.444
H 0.50681 0.56902 2.40813 0.103 0.154 0.851
H 1.78055 -0.43502 1.70732 0.031 -0.051 -0.272
H -2.06561 0.41050 0.86925 0.298 -0.512 -0.165
H -1.76023 -1.05210 -0.12729 -0.205 0.206 -0.107
H 0.40059 -2.47223 1.81194 -0.181 0.845 0.299
H 0.24401 -1.67605 3.38052 -0.376 -0.317 0.411
H -1.90968 -0.78574 2.78639 -0.386 0.074 0.489
H -2.06001 -2.29256 1.86054 0.590 0.580 0.166


22
Properties=species:S:1:pos:R:3:forces:R:3 method="wB97M-V/def2-TZVPD" e_homo_ev=-7.52 gap_ha=0.3045
C -2.44521 -0.20936 -0.69027 0.091 0.035 0.356
C -1.14881 0.54019 -0.47963 -0.354 -0.107 0.829
C 2.34025 -0.18155 -0.33814 -0.170 0.108 -0.133
C 1.83414 1.99681 0.64186 -0.049 0.082 -0.391
N 1.35087 0.86492 -0.13677 -1.279 0.558 -2.091
C -0.33485 0.15343 0.53994 -0.579 0.163 -0.778
C -2.29612 -2.49783 -0.27292 -0.226 -0.068 0.169
N -2.13001 -1.56487 -1.09676 0.079 -0.113 -0.355
N -0.22570 -0.43112 1.62574 0.032 -0.273 0.313
H 0.61342 -0.97263 1.80236 0.004 -0.054 -0.050
H -3.00540 0.25929 -1.50169 0.050 0.019 0.070
H -3.06796 -0.19236 0.22068 -0.023 -0.074 -0.099
H -1.10813 1.56167 -0.82950 0.300 0.014 -0.301
H 0.75854 1.06221 -1.05224 2.120 -0.162 2.255
H 2.59553 -0.62036 0.62905 0.021 -0.019 0.030
H 3.25915 0.20119 -0.79664 -0.057 -0.020 0.055
H 1.91577 -0.95166 -0.98071 -0.002 -0.040 0.041
H 1.07000 2.77097 0.65803 -0.001 0.023 0.060
H 2.01888 1.66563 1.66590 -0.022 -0.028 -0.027
H 2.75944 2.41861 0.23166 -0.046 -0.040 0.055
H -2.03023 -3.50706 -0.56841 0.048 -0.123 -0.004
H -2.72356 -2.36611 0.72846 0.064 0.119 -0.004


23
Properties=species:S:1:pos:R:3:forces:R:3 method="wB97M-V/def2-TZVPD" charge=+2 e_homo_ev=-16.68 gap_ha=0.3027
C -1.35789 1.17608 -0.74679 -0.942 -3.326 0.107
C -1.38549 0.31630 0.67891 -0.891 -0.937 2.540
C 3.52862 -1.24015 0.69400 0.203 0.834 -0.587
C -5.33349 -0.26898 0.47809 2.865 1.890 1.757
C 3.38202 0.02780 -0.12963 -0.640 0.505 -0.085
C 0.96438 0.75245 0.07128 0.730 0.859 -2.531
N -2.43031 0.64514 -0.13846 1.268 0.354 -0.670
N -0.35021 0.28277 -0.27606 -0.232 1.235 -1.272
N 1.95127 -0.04081 -0.75482 1.240 2.118 -2.295
O -6.31337 -0.90076 0.08577 -0.627 0.726 0.807
H -1.19537 2.12011 -1.08172 0.426 2.960 -0.875
H 4.19767 -0.88542 1.45713 -0.073 -0.623 1.116
H 2.53510 -1.66213 1.02535 1.455 0.275 -0.042
H 4.15227 -1.86477 0.06873 -0.442 -1.018 0.171
H -5.55461 0.35307 1.37857 0.185 -0.532 -0.542
H -4.17634 -0.19898 0.10021 -2.798 -0.395 0.105
H 4.21388 0.16068 -0.86371 -1.170 -0.267 0.100
H 3.39966 0.95072 0.48303 -0.311 -0.474 -0.330
H 1.18751 0.49255 1.05282 0.213 -0.085 1.917
H 1.18074 1.84007 -0.17707 -0.466 -1.261 0.593
H 1.95310 0.23730 -1.77936 0.103 0.468 1.414
H 1.62119 -0.96476 -0.89300 -0.238 -1.691 0.690
H -6.17032 -1.32828 -0.73326 0.143 -1.616 -2.086


23
Properties=species:S:1:pos:R:3:forces:R:3 method="wB97M-V/def2-TZVPD" smiles=N#C[C@H](N)N1CC[NH2+]CC1 charge=+1 e_homo_ev=-13.29 gap_ha=0.3588
C 2.10288 -1.69679 -0.14797 -0.689 -0.528 -0.230
C 0.81417 0.99769 -0.29921 0.485 0.172 -0.245
C -0.67881 -0.77568 -0.09695 -0.010 0.305 0.627
C -0.30495 2.01133 -0.52184 -0.033 -0.712 -0.613
C -1.89672 0.13820 -0.25773 -0.432 -0.489 1.612
C 1.53344 -1.02521 1.01010 0.457 1.833 0.836
N 2.28071 -2.23211 -1.14185 0.409 -0.183 -0.645
N 0.45766 -0.07051 0.58822 -1.923 -1.060 1.507
N 1.15707 -1.92669 2.03215 -1.494 -3.660 -3.062
N -1.55200 1.25536 -1.07524 0.278 4.591 -1.385
H 1.04462 0.48635 -1.24667 0.509 0.784 -0.484
H 1.65777 1.61690 0.06278 -0.119 -0.693 -0.153
H -1.13932 -1.73108 0.26473 1.232 0.802 0.488
H -0.19088 -0.98732 -1.03042 -0.668 -0.635 -1.323
H -0.55495 2.56082 0.38063 -0.351 -0.197 0.070
H 0.01495 2.71476 -1.30126 -0.250 -0.144 0.194
H -2.72676 -0.42474 -0.68390 -0.037 0.204 -0.014
H -2.20463 0.65624 0.67988 0.125 -1.137 -0.193
H 2.34768 -0.35980 1.39356 -0.610 -0.460 -0.007
H 1.01573 -1.51478 2.88294 -0.561 1.173 2.451
H 0.40382 -2.71238 1.80406 2.366 2.539 0.538
H -2.29604 2.01182 -1.29194 0.919 -1.691 1.025
H -1.28544 1.00764 -2.00405 0.397 -0.813 -0.995


26
Properties=species:S:1:pos:R:3:forces:R:3 method="wB97M-V/def2-TZVPD" smiles="C/N=[NH+]/[C@H](/N=N/C(C)(C)O)OC=O" charge=+1 e_homo_ev="-12.74 / -12.74" gap_ha="0.2501 / 0.2501"
C -1.27712 2.57766 0.49316 0.265 0.459 0.785
C -1.70594 0.99335 -1.19917 0.831 1.071 -0.766
C 1.80354 -0.95277 0.58215 0.187 0.179 -0.402
C 2.68522 1.33110 -0.05986 -0.105 -0.243 -0.167
C -3.42497 -1.90558 0.11813 -0.350 -0.698 1.227
C 1.79718 0.15620 -0.48951 0.533 -0.293 0.122
N -0.31360 0.51240 -1.39395 1.040 -1.057 -0.955
N -2.36432 0.08041 -0.31029 -1.194 -2.205 0.631
N -3.03341 -0.88362 -0.74908 1.312 2.242 -0.750
N 0.44143 0.62735 -0.44240 -1.310 0.593 0.250
O -1.74033 2.32060 -0.73914 -0.628 -0.165 -0.577
O -0.90651 1.74397 1.26334 -0.945 0.349 0.693
O 2.15139 -0.41440 -1.69500 0.302 -0.309 -0.425
H -1.29780 3.65887 0.66860 0.059 -0.072 -0.023
H -2.07162 0.16557 0.68322 -0.014 -0.073 -0.078
H -2.18481 0.96740 -2.18455 0.015 -0.021 0.431
H 1.47725 -0.56214 1.53959 -0.012 0.024 0.103
H 2.82007 -1.32786 0.65432 0.061 -0.042 0.071
H 1.15844 -1.76847 0.26536 -0.068 -0.074 -0.023
H 3.69450 0.95823 0.09992 0.023 -0.003 -0.018
H 2.31694 1.77137 0.86340 -0.008 0.020 0.019
H 2.71214 2.09499 -0.83606 -0.022 0.081 -0.043
H -4.50555 -2.04632 0.01548 0.037 0.100 -0.076
H -3.15088 -1.75388 1.16840 0.008 -0.016 -0.112
H -2.99283 -2.83677 -0.26843 0.055 0.118 -0.049
H 2.44482 0.24021 -2.34052 -0.073 0.033 0.133


21
Properties=species:S:1:pos:R:3:forces:R:3 method="wB97M-V/def2-TZVPD" e_homo_ev=-7.48 gap_ha=0.2937
C -0.60774 1.86741 -0.90947 0.320 -0.201 0.052
C -1.49791 -0.45128 -1.30412 0.434 -0.180 0.059
C -0.81593 0.47126 -0.28615 -0.924 0.440 1.007
O -1.37070 0.47366 0.90555 0.118 -0.156 -0.704
H -1.59228 2.31375 -1.06638 0.005 -0.085 0.047
H -0.05713 2.52530 -0.23351 -0.016 -0.024 -0.012
H -0.95174 -0.52442 -2.24948 -0.027 -0.020 0.010
H -2.49234 -0.04575 -1.50672 0.094 0.075 0.074
H -1.62996 -1.44614 -0.87891 0.002 0.009 -0.022
H -0.08789 1.82236 -1.87108 -0.004 0.022 0.037
C 1.05890 -1.63360 -0.14446 -0.103 0.078 -0.024
N 0.91943 -0.31166 2.42064 -0.525 0.244 -0.379
C 0.97433 0.40654 1.31949 0.468 -0.366 -0.430
C 0.91923 -0.13031 -0.00765 0.297 0.034 0.319
H 0.66671 -1.28718 2.34550 0.079 0.034 -0.049
H 0.65171 0.13932 3.28397 0.107 -0.005 -0.079
H 1.07873 1.47370 1.46251 -0.072 -0.004 -0.005
H 1.57162 0.41499 -0.68942 -0.176 0.112 0.010
H 0.27824 -2.16118 0.41054 0.005 -0.010 0.007
H 0.94621 -1.92417 -1.18864 -0.013 0.009 0.028
H 2.03848 -1.99258 0.18780 -0.070 -0.008 0.054


21
Properties=species:S:1:pos:R:3:forces:R:3 method="wB97M-V/def2-TZVPD" smiles="CC(C)C[C@@H](N)C=O" e_homo_ev=-9.37 gap_ha=0.3778
O 3.45168 -0.10089 0.03546 4.047 -1.088 -0.078
C 2.33945 0.21098 0.14348 -3.624 0.834 -0.559
C 1.21628 -0.79842 0.35770 -0.888 -0.090 0.620
C 0.06284 -0.40322 -0.62592 1.341 -0.616 0.367
C -0.67620 0.79865 -0.02233 -2.581 -3.416 1.892
C -1.75763 0.09465 1.12316 3.007 0.435 0.929
C -1.58322 1.56521 -0.93907 0.701 2.758 -0.726
N 1.67422 -2.18124 0.25755 1.364 1.445 0.821
H 2.04542 1.26049 -0.15800 -0.184 -0.425 0.628
H 0.78948 -0.74624 1.37790 0.211 0.676 -0.239
H 0.58727 -0.09751 -1.55749 -0.714 -0.492 0.038
H -0.48324 -1.39312 -0.70286 -0.043 1.559 -0.554
H 0.04669 1.31662 0.57826 0.072 0.997 -0.161
H -2.70980 0.48865 0.87401 -1.108 -0.467 -0.499
H -1.56170 -1.02600 1.04625 -0.992 1.514 0.266
H -1.65913 0.42784 2.24625 0.452 -0.625 -2.118
H -1.13763 1.89085 -1.91589 0.156 -0.329 0.810
H -1.81305 2.55030 -0.41334 -0.244 -1.227 -0.710
H -2.49365 1.06372 -1.25800 -0.075 -0.240 0.503
H 2.58989 -2.21163 -0.15790 0.384 -0.062 -0.076
H 1.07203 -2.70969 -0.28922 -1.283 -1.140 -1.155


21
Properties=species:S:1:pos:R:3:forces:R:3 method="wB97M-V/def2-TZVPD" smiles="NCCCCCC=O" e_homo_ev=-9.54 gap_ha=0.3831
O 2.74423 -1.00044 -2.10161 -0.242 -0.439 -0.378
C 1.87374 -0.90692 -1.28741 -0.186 -0.100 1.997
C 1.53157 0.41676 -0.60214 1.929 -0.050 -1.244
C 0.27447 1.00911 -1.06551 -2.724 -0.984 -4.059
C -1.13937 0.46444 -0.69451 1.517 -2.154 1.132
C -1.13642 -0.43986 0.56893 1.086 1.838 0.863
C -1.26397 0.46768 1.78866 -3.512 0.469 1.822
N -2.26789 -0.05520 2.82768 -0.175 -2.827 -0.674
H 1.33015 -1.81133 -0.79371 0.565 0.781 -1.138
H 1.55016 0.28914 0.44325 -0.169 -0.457 1.517
H 2.37511 1.12364 -0.79817 -0.591 -0.549 -0.157
H 0.18427 0.97704 -2.23417 0.844 0.227 1.822
H 0.19393 2.02227 -0.86257 0.485 2.034 0.582
H -1.63915 1.36787 -0.36639 -1.072 -0.302 -0.802
H -1.59795 -0.20288 -1.45609 0.150 1.280 -0.037
H -0.22341 -0.97511 0.85042 0.053 -0.407 -1.082
H -1.93936 -1.14359 0.51362 -0.588 -0.368 0.180
H -1.69772 1.49928 1.57938 0.559 -1.216 -0.191
H -0.41978 0.66970 2.40393 1.287 -0.097 -0.078
H -3.06276 -0.46985 2.27842 0.502 1.179 0.420
H -1.97219 -1.02354 3.21301 0.282 2.143 -0.496


21
Properties=species:S:1:pos:R:3:forces:R:3 method="wB97M-V/def2-TZVPD" smiles="C=C(CCCO)NC" e_homo_ev=-9.18 gap_ha=0.3707
C -0.24954 0.64527 -2.23132 0.948 -0.813 0.584
O -1.11742 1.70248 -1.90643 -0.668 0.455 -0.752
C -0.64834 -0.69858 -1.54856 -1.239 1.144 0.171
C 0.25169 -1.21384 -0.45039 1.779 0.466 0.950
C 0.67668 -0.10006 0.50510 -0.716 0.129 -0.219
C 1.87337 0.45656 0.62775 0.326 0.346 -0.333
C -0.60988 -0.35648 2.54193 -1.041 -0.031 -0.360
N -0.43402 0.39130 1.28667 0.598 -0.238 0.202
H -0.30211 0.52488 -3.31058 0.067 0.199 -0.031
H 0.76868 0.91843 -1.92399 0.023 -0.102 -0.358
H -1.10165 1.95454 -0.98559 0.308 -0.319 0.403
H -1.58047 -0.33441 -1.10294 -0.216 -0.778 0.127
H -0.89394 -1.46442 -2.27752 0.065 -0.125 -0.061
H 1.15551 -1.68508 -0.85325 -0.017 0.163 -0.094
H -0.13742 -1.95946 0.24893 -0.709 -0.207 -0.574
H 2.06264 1.24107 1.35236 -0.169 -0.024 0.088
H 2.70447 0.26704 -0.03869 -0.061 -0.387 -0.023
H 0.30637 -0.62772 3.06654 0.203 -0.016 -0.172
H -1.23534 0.21037 3.23278 0.040 0.140 -0.096
H -1.20099 -1.23795 2.28684 0.268 -0.270 0.299
H -0.28829 1.36605 1.48034 0.213 0.270 0.248


21
Properties=species:S:1:pos:R:3:forces:R:3 method="wB97M-V/def2-TZVPD" smiles="C=N[C@H](O)CC(C)C" e_homo_ev=-9.36 gap_ha=0.3771
C -1.14156 0.47337 0.60156 -2.227 -1.833 0.942
C 1.22090 0.10247 -0.44192 -1.241 -1.063 0.144
C -0.27832 -0.53242 -0.07572 3.046 1.468 -1.213
C 1.88240 0.86224 0.69998 -0.244 0.150 0.095
C 2.10544 -1.05659 -0.89854 -0.051 0.017 -0.108
C -3.29189 -0.52997 0.02706 0.497 0.361 0.494
O -1.40819 1.60159 -0.17764 -0.265 -0.168 0.086
N -2.45647 -0.39452 0.98292 0.519 1.463 -1.107
H -1.95248 2.18298 0.37736 0.213 -0.083 -0.339
H -0.73879 0.77907 1.57027 -0.106 -0.172 -0.003
H 1.12941 0.79616 -1.28643 -0.357 -0.128 0.128
H -0.71371 -0.84499 -1.03072 -0.085 0.057 0.151
H -0.13747 -1.42282 0.54127 -0.069 0.216 0.096
H 1.35714 1.79922 0.90702 -0.041 -0.131 0.117
H 2.25345 -1.77594 -0.08523 0.001 0.041 -0.105
H 1.90924 0.25700 1.61104 0.050 0.075 0.006
H 2.90985 1.14722 0.44247 -0.136 -0.195 -0.014
H 3.09027 -0.70319 -1.22434 -0.109 -0.027 0.083
H 1.64872 -1.57665 -1.74684 0.059 -0.046 0.120
H -4.25821 -1.03369 0.19820 0.581 -0.015 0.040
H -3.12974 -0.13053 -0.99176 -0.032 0.014 0.388


21
Properties=species:S:1:pos:R:3:forces:R:3 method="wB97M-V/def2-TZVPD" smiles="C=CCN/C=C/C.O" e_homo_ev=-7.81 gap_ha=0.3108
C -0.51964 2.76937 2.17802 3.428 1.562 -0.843
C -0.84600 1.51597 1.50972 1.415 2.661 -3.165
C -0.67063 1.37159 0.19965 -0.775 -1.908 -0.444
N -1.20797 0.28706 -0.56455 1.360 0.411 -0.742
C -0.31155 -0.12360 -1.70371 0.566 0.502 2.173
C 1.14401 -1.96233 -2.51023 -1.428 1.039 1.720
C 0.52908 -1.32948 -1.44419 0.978 -1.109 -2.648
H -0.88751 2.81145 3.17882 -0.032 0.248 0.664
H 0.66254 2.89332 2.13515 -2.153 -0.131 0.743
H -0.83057 3.64566 1.59103 -0.325 -0.196 0.428
H -1.27711 0.81054 2.04535 -2.131 -3.401 2.298
H -0.09636 2.04588 -0.43969 -0.360 0.161 0.382
H -1.69805 -0.47530 -0.06428 0.740 0.833 -0.451
H 0.49346 0.60765 -1.86955 -0.685 0.612 0.386
H -0.82601 -0.15058 -2.61397 -1.028 -0.398 -1.319
H 0.97147 -1.63953 -3.58467 0.142 -0.491 1.565
H 1.77121 -2.81947 -2.29858 0.147 0.103 -0.279
H 0.71157 -1.51930 -0.38195 0.115 -0.484 -0.553
H 1.65757 -2.45172 1.61076 -1.790 -2.267 -0.394
H 0.15885 -3.00381 1.59006 0.294 0.087 0.037
O 1.07164 -3.28338 1.43680 1.522 2.167 0.440


21
Properties=species:S:1:pos:R:3:forces:R:3 method="wB97M-V/def2-TZVPD" smiles="CC(=O)N(C)C(C)C" e_homo_ev=-9.07 gap_ha=0.3649
C -1.63118 -1.84849 0.68737 -1.133 4.585 -0.533
C -0.16275 -1.64660 0.72580 2.309 -0.693 2.491
N 0.34176 -0.69158 -0.12901 1.401 -0.382 1.756
C 1.83531 -0.77347 -0.32102 -2.077 1.310 -1.191
C 0.50602 1.82694 0.61880 -2.655 1.391 2.807
C -0.25472 0.64031 0.00185 -0.237 1.029 -1.891
C -0.55284 1.17391 -1.45377 0.801 -0.203 1.619
O 0.57467 -2.36014 1.45121 -1.545 1.162 -1.892
H -2.23290 -1.36518 1.52853 1.099 -1.363 -0.554
H -1.64848 -2.87150 0.55621 -1.275 -2.165 -0.161
H -1.98662 -1.19387 -0.18847 0.132 -1.725 0.809
H 2.08552 -1.83933 -0.31299 0.254 0.580 -0.236
H 2.38967 -0.17157 0.39375 0.063 -0.311 0.376
H 1.88216 -0.22612 -1.29743 0.919 -0.969 0.500
H 0.51218 1.90774 1.77292 0.327 -0.665 -1.755
H 1.40690 2.16788 0.23035 2.026 -0.208 -0.796
H -0.15473 2.72626 0.35640 0.686 -1.159 0.597
H -1.18388 0.62825 0.61349 0.479 -0.496 -0.689
H 0.36645 1.16136 -2.05484 -0.088 0.292 0.328
H -1.24673 0.57489 -1.99597 -0.913 -0.234 -0.215
H -0.84581 2.18029 -1.18319 -0.569 0.222 -1.372